1.
{"formula": "C6H13NO", "method": "wB97M-V/def2-TZVPD", "e_homo_ev": -9.0, "orbital_gap_ev": 9.66, "species": ["C", "C", "C", "N", "H", "H", "H", "H", "H", "H", "H", "C", "C", "C", "O", "H", "H", "H", "H", "H", "H"], "positions_angstrom": [[-3.177, 1.354, 0.106], [-2.050, 0.835, -0.460], [-0.862, 1.641, -0.937], [0.254, 1.680, 0.012], [-4.016, 0.730, 0.444], [-3.303, 2.401, 0.261], [-2.007, -0.259, -0.445], [-0.555, 1.234, -1.879], [-1.252, 2.658, -1.151], [1.120, 1.647, -0.485], [0.214, 0.814, 0.507], [2.860, -0.581, -0.254], [1.902, -1.522, -0.198], [1.143, -1.940, 1.048], [-0.233, -1.583, 0.832], [3.402, -0.365, -1.213], [3.076, 0.011, 0.619], [1.528, -1.947, -1.139], [1.181, -3.029, 1.145], [1.526, -1.466, 1.994], [-0.752, -2.314, 1.193]]}


2.
{"formula": "C29H49Cl3N3O3SiYb", "method": "wB97M-V/def2-TZVPD", "e_homo_ev": [-6.4, -6.4], "spin_multiplicity": 2, "orbital_gap_ev": [6.23, 6.06], "species": ["C", "C", "H", "H", "H", "C", "C", "H", "H", "H", "H", "Yb", "Cl", "Cl", "H", "H", "C", "C", "N", "H", "C", "O", "H", "H", "H", "H", "H", "H", "C", "C", "N", "H", "C", "O", "H", "H", "H", "H", "O", "C", "C", "C", "H", "C", "H", "C", "H", "C", "C", "H", "H", "H", "Si", "Cl", "C", "C", "C", "H", "H", "H", "H", "H", "H", "H", "H", "H", "C", "N", "C", "C", "C", "C", "C", "C", "C", "C", "H", "H", "H", "H", "H", "H", "H", "H", "H", "H", "H", "H", "H"], "positions_angstrom": [[2.643, -1.973, -3.495], [1.180, -1.752, -3.692], [3.007, -2.800, -4.114], [2.890, -2.178, -2.444], [3.200, -1.068, -3.791], [0.468, -2.292, -4.688], [0.936, -3.458, -5.476], [-0.482, -1.846, -4.989], [1.462, -4.198, -4.850], [1.621, -3.140, -6.276], [0.077, -3.956, -5.937], [0.017, -0.141, 1.219], [1.121, 1.787, -0.243], [1.350, -1.580, 3.156], [-0.233, 2.586, 6.185], [2.284, 3.422, 5.548], [0.041, 1.637, 5.699], [2.361, 2.381, 5.208], [1.090, 1.876, 4.717], [-0.828, 1.194, 5.207], [0.866, 1.759, 3.411], [-0.202, 1.296, 2.927], [3.103, 2.319, 4.408], [1.688, 2.105, 2.757], [0.431, 0.959, 6.469], [2.701, 1.783, 6.062], [0.548, -3.718, -0.762], [-1.742, -4.054, -2.434], [-0.164, -4.157, -0.046], [-2.192, -4.353, -1.473], [-1.521, -3.710, -0.350], [0.108, -3.842, 0.969], [-2.019, -2.591, 0.179], [-1.415, -1.863, 1.007], [-3.250, -4.058, -1.462], [-3.031, -2.328, -0.195], [-0.140, -5.247, -0.149], [-2.104, -5.440, -1.373], [0.305, -1.803, -1.616], [0.492, -0.929, -2.611], [-1.981, -0.830, -3.261], [-0.794, -0.161, -2.978], [-1.993, -1.924, -3.239], [-3.110, -0.088, -3.605], [1.222, -0.152, -2.312], [-0.733, 1.234, -3.011], [-4.015, -0.614, -3.883], [-3.069, 1.309, -3.603], [-1.879, 1.974, -3.306], [0.229, 1.718, -2.788], [-3.962, 1.890, -3.842], [-1.810, 3.067, -3.323], [3.285, -1.900, 1.922], [2.148, -1.246, 0.180], [3.358, -3.625, 2.717], [4.189, -0.419, 2.717], [4.807, -2.428, 0.763], [2.456, -4.224, 2.542], [3.481, -3.509, 3.802], [4.214, -4.220, 2.369], [4.552, -3.309, 0.153], [5.670, -2.705, 1.394], [5.131, -1.630, 0.079], [3.864, 0.531, 2.267], [5.284, -0.483, 2.590], [3.989, -0.381, 3.799], [-1.199, 4.498, -0.766], [-0.762, 4.047, 0.588], [0.179, 5.028, 1.197], [-1.930, 3.765, 1.522], [-2.838, 2.750, 0.915], [-4.212, 3.053, 0.720], [-5.029, 2.162, 0.036], [-4.511, 0.930, -0.377], [-3.151, 0.612, -0.104], [-2.369, 1.534, 0.528], [-1.899, 5.334, -0.664], [-1.670, 3.664, -1.291], [-0.310, 4.812, -1.317], [-0.223, 3.137, 0.428], [-0.359, 5.962, 1.396], [0.567, 4.613, 2.140], [1.003, 5.198, 0.494], [-1.497, 3.420, 2.470], [-2.443, 4.717, 1.685], [-4.587, 4.011, 1.085], [-6.070, 2.409, -0.161], [-5.131, 0.204, -0.915], [-2.759, -0.361, -0.412]]}


3.
{"formula": "C8H20S2", "method": "wB97M-V/def2-TZVPD", "e_homo_ev": -8.9, "orbital_gap_ev": 9.67, "species": ["C", "C", "S", "S", "C", "C", "H", "H", "H", "H", "H", "H", "H", "H", "H", "H", "C", "C", "C", "C", "H", "H", "H", "H", "H", "H", "H", "H", "H", "H"], "positions_angstrom": [[-5.912, 0.740, -0.212], [-4.496, 1.253, -0.420], [-3.405, 0.981, 1.013], [-3.224, -1.051, 1.046], [-1.814, -1.336, -0.071], [-0.492, -0.819, 0.475], [-6.524, 0.932, -1.109], [-6.383, 1.244, 0.649], [-5.900, -0.346, -0.020], [-4.024, 0.796, -1.311], [-4.481, 2.351, -0.556], [-1.796, -2.436, -0.196], [-2.052, -0.889, -1.055], [-0.249, -1.314, 1.430], [0.321, -1.019, -0.243], [-0.550, 0.268, 0.647], [-1.973, 4.215, -1.471], [-2.031, 3.141, -2.556], [-1.189, 1.915, -2.212], [-1.248, 0.841, -3.298], [-2.589, 5.087, -1.746], [-0.932, 4.552, -1.328], [-2.345, 3.808, -0.516], [-3.081, 2.823, -2.703], [-1.671, 3.564, -3.514], [-0.139, 2.233, -2.065], [-1.549, 1.492, -1.255], [-0.875, 1.248, -4.253], [-2.288, 0.504, -3.441], [-0.631, -0.031, -3.022]]}


What did the third record say?
{"formula": "C8H20S2", "method": "wB97M-V/def2-TZVPD", "e_homo_ev": -8.9, "orbital_gap_ev": 9.67, "species": ["C", "C", "S", "S", "C", "C", "H", "H", "H", "H", "H", "H", "H", "H", "H", "H", "C", "C", "C", "C", "H", "H", "H", "H", "H", "H", "H", "H", "H", "H"], "positions_angstrom": [[-5.912, 0.740, -0.212], [-4.496, 1.253, -0.420], [-3.405, 0.981, 1.013], [-3.224, -1.051, 1.046], [-1.814, -1.336, -0.071], [-0.492, -0.819, 0.475], [-6.524, 0.932, -1.109], [-6.383, 1.244, 0.649], [-5.900, -0.346, -0.020], [-4.024, 0.796, -1.311], [-4.481, 2.351, -0.556], [-1.796, -2.436, -0.196], [-2.052, -0.889, -1.055], [-0.249, -1.314, 1.430], [0.321, -1.019, -0.243], [-0.550, 0.268, 0.647], [-1.973, 4.215, -1.471], [-2.031, 3.141, -2.556], [-1.189, 1.915, -2.212], [-1.248, 0.841, -3.298], [-2.589, 5.087, -1.746], [-0.932, 4.552, -1.328], [-2.345, 3.808, -0.516], [-3.081, 2.823, -2.703], [-1.671, 3.564, -3.514], [-0.139, 2.233, -2.065], [-1.549, 1.492, -1.255], [-0.875, 1.248, -4.253], [-2.288, 0.504, -3.441], [-0.631, -0.031, -3.022]]}


Question: What is the formula in the first record?
Answer: C6H13NO